Record 1
CH5INO | the ωB97M-V functional and the def2-TZVPD basis

Kohn-Sham gap, eV: 10.6
ΔE to the lowest compared entry with this formula, charge and spin, eV: 1.025
Total energy, hartree: -468.4730
SMILES string: [NH3+][C@H](O)I
HOMO, Ha: -0.543
F_max, eV/A: 4.42
Net charge: +1

The geometry in XYZ format:
```
9
CH5INO | the OMol25 dataset | the ωB97M-V functional and the def2-TZVPD basis
C 0.44 0.09 -0.44
N -0.78 -0.53 0.09
O 1.13 0.26 0.98
I 0.25 1.73 -1.70
H 1.00 -0.76 -0.94
H -0.43 -1.06 0.89
H -1.31 -0.88 -0.74
H -1.48 -0.02 0.58
H 1.19 1.17 1.27
```

Record 2
CH5IOSi | the ωB97M-V functional and the def2-TZVPD basis

Kohn-Sham gap, eV: 8.9
ΔE to the lowest compared entry with this formula, charge and spin, eV: 2.997
Total energy, hartree: -703.4918
HOMO, Ha: -0.345
F_max, eV/A: 4.12
Net charge: 0

The geometry in XYZ format:
```
9
CH5IOSi | the OMol25 dataset | the ωB97M-V functional and the def2-TZVPD basis
C -0.99 0.90 0.37
O -0.28 -0.95 0.17
Si 1.23 -1.39 0.48
I 1.62 -0.02 2.46
H -0.03 1.48 0.44
H -1.69 0.83 1.26
H -1.54 0.74 -0.50
H 2.31 -0.98 -0.38
H 1.25 -2.86 0.63
```

Record 3
CH5IP2 | the ωB97M-V functional and the def2-TZVPD basis

Kohn-Sham gap, eV: 8.5
ΔE to the lowest compared entry with this formula, charge and spin, eV: 3.095
Total energy, hartree: -1021.3222
HOMO, Ha: -0.341
F_max, eV/A: 3.81
Net charge: 0

The geometry in XYZ format:
```
9
CH5IP2 | the OMol25 dataset | the ωB97M-V functional and the def2-TZVPD basis
C 0.61 -0.16 -0.42
P -0.58 1.13 0.02
P 0.20 -1.89 -0.02
I 2.76 0.18 -0.15
H 0.06 -0.69 -2.11
H -0.20 1.23 1.34
H 0.24 2.26 -0.27
H 0.13 -1.55 1.37
H -1.01 -1.42 -0.41
```

Record 4
CH5ISi | the ωB97M-V functional and the def2-TZVPD basis

Kohn-Sham gap, eV: 9.4
ΔE to the lowest compared entry with this formula, charge and spin, eV: 1.560
Total energy, hartree: -628.2283
SMILES string: [SiH3]CI
HOMO, Ha: -0.345
F_max, eV/A: 2.96
Net charge: 0

The geometry in XYZ format:
```
8
CH5ISi | the OMol25 dataset | the ωB97M-V functional and the def2-TZVPD basis
C -0.50 0.69 -0.40
Si 0.86 -0.53 0.21
I -2.57 0.04 0.19
H -0.28 1.55 0.23
H -0.81 1.10 -1.47
H 2.04 0.24 0.70
H 0.31 -1.33 1.28
H 0.94 -1.77 -0.72
```